1.
DFT (wB97M-V/def2-TZVPD) results for one molecule with the formula C18H35ClNO4PS.

Geometry as XYZ:
```
61
Properties=species:S:1:pos:R:3:forces:R:3:lowdin_charge:R:1
C 3.558 -2.969 0.823 0.2 0.2 0.0 -0.12
C 4.643 -1.980 0.391 -0.6 0.3 0.2 -0.26
C 4.079 -0.930 -0.602 0.4 -0.4 0.4 -0.22
C 3.878 0.418 0.096 0.2 -0.1 -0.7 -0.22
C 3.434 1.521 -0.877 -0.4 -0.7 0.4 -0.19
C 1.936 1.400 -1.251 0.6 0.3 -0.2 -0.22
C 1.083 2.595 -0.815 -0.1 -0.3 0.1 -0.20
C 1.169 2.956 0.677 -0.2 -0.1 -0.6 -0.19
C 0.863 1.783 1.630 0.3 0.5 0.0 -0.21
C -0.383 2.034 2.476 0.3 0.0 0.2 -0.23
C -0.731 0.873 3.408 0.2 0.0 -0.3 -0.19
C -1.347 -0.385 2.738 0.3 0.5 0.1 -0.18
C -1.944 -0.170 1.349 -0.3 -0.5 0.0 -0.20
C -2.302 -1.537 0.777 1.1 0.0 0.4 -0.20
O -2.839 -1.497 -0.567 -0.5 0.3 -0.5 -0.17
P -4.321 -0.940 -0.696 -1.2 -0.2 1.8 0.40
O -4.966 -0.744 0.594 0.0 0.3 0.3 -0.21
O -5.135 -2.052 -1.577 0.4 0.6 -0.4 -0.23
N -5.711 -3.022 -0.701 0.0 -0.2 -0.7 0.01
C -5.533 -4.177 -1.092 0.6 0.2 0.9 -0.73
S -5.157 -5.674 -1.220 -0.3 -0.1 -0.3 0.80
O -4.357 0.431 -1.520 0.8 -1.4 -0.8 -0.16
C -3.530 0.594 -2.674 0.4 1.1 -0.5 -0.67
Cl -3.750 -0.724 -3.863 0.0 0.1 0.1 0.71
C -2.048 0.892 -2.331 -0.1 -0.7 0.2 -0.23
C -1.018 -0.120 -2.837 0.1 0.4 0.5 -0.12
H 2.680 -2.402 1.146 0.0 0.0 0.1 0.06
H 3.243 -3.610 0.000 0.1 -0.1 0.0 0.07
H 3.891 -3.569 1.669 -0.1 -0.2 -0.1 0.07
H 5.535 -2.474 0.009 -0.1 -0.1 -0.1 0.10
H 4.949 -1.438 1.290 0.2 0.0 0.0 0.10
H 4.781 -0.825 -1.432 -0.1 0.2 -0.1 0.11
H 3.136 -1.309 -1.003 0.0 0.1 -0.2 0.10
H 4.845 0.683 0.530 -0.1 0.1 0.2 0.11
H 3.154 0.285 0.903 0.0 0.1 0.1 0.10
H 4.025 1.387 -1.783 0.2 0.3 0.0 0.10
H 3.664 2.481 -0.415 0.0 0.2 -0.3 0.10
H 1.566 0.449 -0.860 -0.2 0.1 0.0 0.08
H 1.879 1.338 -2.339 -0.2 -0.1 0.0 0.10
H 1.384 3.443 -1.437 0.0 0.2 0.2 0.11
H 0.032 2.412 -1.060 0.0 -0.1 -0.1 0.09
H 2.153 3.387 0.863 0.0 0.0 0.2 0.10
H 0.437 3.748 0.848 0.1 0.1 0.1 0.11
H 1.718 1.682 2.304 -0.1 -0.2 0.1 0.11
H 0.807 0.847 1.073 -0.1 -0.1 0.0 0.09
H -1.219 2.340 1.843 -0.1 -0.1 0.0 0.11
H -0.152 2.896 3.109 -0.1 0.1 0.0 0.11
H -1.351 1.249 4.221 -0.2 -0.1 -0.1 0.10
H 0.209 0.558 3.869 0.0 0.1 0.2 0.11
H -0.560 -1.139 2.653 -0.1 -0.1 0.0 0.11
H -2.112 -0.772 3.412 0.0 -0.2 -0.1 0.12
H -1.206 0.259 0.669 0.0 0.2 0.1 0.09
H -2.832 0.458 1.399 0.0 0.1 -0.1 0.12
H -1.358 -2.079 0.686 -0.1 -0.1 -0.3 0.13
H -2.922 -2.118 1.455 -0.4 0.1 -0.2 0.13
H -3.915 1.477 -3.173 -0.4 -0.1 0.1 0.10
H -2.020 0.968 -1.245 0.1 0.0 0.0 0.08
H -1.780 1.874 -2.717 -0.2 0.1 -0.1 0.11
H -1.302 -1.147 -2.629 -0.2 -0.1 -0.2 0.06
H -0.082 0.041 -2.299 0.0 0.1 -0.2 0.05
H -0.845 0.045 -3.897 0.1 -0.3 -0.1 0.07
```
Positions in Å, forces in eV/Å.

Frontier orbital gap in eV: 8.88
Strongest force on any atom in eV/A: 2.13
Energy in a.u.: -2262.305592
SMILES: CCCCCCCCCCCCCCO[P@](=O)(ON=C=S)O[C@H](Cl)CC
E_LUMO in eV: -0.7
HOMO in Eh: -0.35296


2.
DFT (wB97M-V/def2-TZVPD) results for C29H48BrIrN3P2S as an isolated structure.

Geometry as XYZ:
```
85
Properties=species:S:1:pos:R:3:forces:R:3:lowdin_spin:R:1
N -5.401 2.068 -2.205 3.2 -0.2 1.2 0.72
C -5.188 2.176 -0.902 -1.3 0.2 1.0 0.08
C -3.905 2.116 -0.348 -0.2 0.3 -1.3 0.06
C -2.834 1.994 -1.247 0.7 0.0 0.6 0.01
C -3.068 1.908 -2.629 -0.9 0.6 1.0 0.06
C -4.399 1.942 -3.055 -0.2 0.0 -1.6 0.09
C -1.433 1.942 -0.703 -1.7 4.9 -2.8 0.07
Ir -0.564 0.305 -0.320 -4.5 -6.8 4.4 0.75
P 1.182 -0.654 0.022 5.3 -3.9 0.6 0.34
C -0.335 1.596 -1.671 -0.1 3.4 -2.5 0.10
C 0.945 2.351 -1.558 -0.7 -0.6 1.0 0.17
C 2.027 2.017 -2.451 -1.2 -0.3 0.0 0.32
C 3.320 1.873 -1.996 0.6 -1.4 -0.8 0.22
C 3.628 3.058 -0.431 0.6 1.4 -3.0 0.10
C 2.367 3.885 -0.662 2.5 1.1 0.0 0.56
C 1.148 3.255 -0.498 -1.0 -1.4 -2.0 0.28
Br 3.764 3.405 1.305 1.3 0.9 5.4 0.19
H -1.197 2.722 0.055 -0.6 -0.4 -0.7 0.01
H -0.537 1.202 -2.692 0.0 0.5 0.7 0.02
H -3.750 2.229 0.727 -0.3 -0.1 -0.4 0.01
H -2.249 1.933 -3.347 -0.6 -0.1 0.0 0.01
H -6.042 2.325 -0.254 -0.3 0.0 0.0 0.02
H -4.593 1.885 -4.117 -0.4 0.1 -0.2 0.02
H 1.765 1.609 -3.430 0.2 0.5 -0.1 0.02
H 0.398 3.454 0.282 0.4 0.4 -0.6 0.02
H 4.254 1.914 -2.575 -0.7 0.1 -0.5 0.01
H 2.544 4.952 -0.783 -0.2 -0.1 0.3 0.02
P -1.388 -1.856 -0.940 -0.3 -1.9 -0.8 0.05
C 3.595 1.526 -0.610 1.3 0.4 -0.1 0.08
C 4.982 0.866 -0.268 -0.4 0.2 -0.3 0.00
H 2.770 1.105 -0.040 0.0 0.3 -0.1 0.02
H 4.517 3.454 -1.005 -0.9 -0.1 0.8 0.00
H 5.653 1.621 0.197 -0.4 -0.7 -0.1 0.00
H 4.774 0.043 0.446 0.5 0.6 -0.5 0.00
H 5.514 0.470 -1.168 -0.6 0.2 0.7 0.00
C 2.286 -1.155 -1.411 -0.2 0.7 0.4 0.06
C 3.151 -2.397 -1.310 -0.1 0.0 -0.1 0.01
H 2.938 -0.290 -1.540 -0.1 -0.4 -0.2 0.01
H 1.627 -1.145 -2.294 0.2 -0.2 0.3 0.00
H 3.635 -2.463 -2.288 0.1 -0.4 0.2 0.00
H 3.930 -2.295 -0.542 -0.3 -0.2 -0.2 0.00
H 2.550 -3.294 -1.140 0.3 0.0 0.0 0.00
C 1.692 -1.660 1.480 -0.7 -0.1 -0.5 0.07
C 2.868 -0.978 2.168 0.4 -0.1 0.3 0.01
H 1.905 -2.675 1.108 0.3 0.4 0.2 0.01
H 0.810 -1.777 2.132 0.3 0.3 -0.1 0.00
H 2.928 -1.357 3.188 0.2 0.1 0.0 0.00
H 3.820 -1.194 1.675 -0.2 -0.1 0.1 0.00
H 2.777 0.114 2.206 -0.1 -0.1 0.1 0.00
C -0.565 -3.326 -0.156 0.3 0.6 0.1 0.01
C -1.164 -4.698 -0.454 -0.2 -0.2 -0.2 0.00
H -0.578 -3.134 0.925 0.0 0.0 -0.2 0.00
H 0.488 -3.287 -0.471 -0.2 -0.1 0.0 0.00
H -2.185 -4.795 -0.076 0.2 0.0 0.0 0.00
H -1.169 -4.939 -1.522 0.0 0.1 0.2 0.00
H -0.563 -5.466 0.043 -0.1 0.2 -0.1 0.00
C -1.227 -2.174 -2.748 0.4 0.2 0.3 0.02
C -2.115 -1.328 -3.646 -0.2 0.2 -0.5 0.00
H -1.440 -3.242 -2.901 0.1 0.2 0.2 0.00
H -0.165 -2.026 -2.992 -0.2 -0.1 0.0 0.00
H -3.134 -1.725 -3.710 0.3 0.1 0.0 0.00
H -2.188 -0.283 -3.325 0.1 -0.3 0.0 0.00
H -1.699 -1.327 -4.661 -0.2 0.0 0.2 0.00
C -3.162 -2.209 -0.573 0.2 0.5 0.4 0.02
C -4.152 -1.202 -1.137 -0.6 0.5 -0.3 0.00
H -3.249 -2.256 0.522 0.1 -0.2 -0.3 0.00
H -3.378 -3.215 -0.966 0.4 0.3 0.1 0.00
H -4.697 -1.603 -2.003 0.2 0.1 0.3 0.00
H -4.893 -0.930 -0.376 0.1 -0.2 -0.2 0.00
H -3.676 -0.267 -1.459 -0.1 -0.4 0.1 0.00
S -1.871 -0.139 1.705 0.4 0.6 -0.3 0.26
C -0.967 0.274 3.141 0.6 0.1 1.6 0.03
N -1.314 -0.347 4.277 0.0 0.1 -1.7 0.01
C -0.652 -0.158 5.568 0.2 -0.2 0.4 0.00
C -0.013 1.209 5.599 -0.1 0.4 0.3 0.00
C 0.823 1.458 4.361 0.4 0.0 0.1 0.00
N 0.016 1.187 3.162 -0.5 -0.7 -0.8 0.01
H -2.000 -1.088 4.179 0.0 0.2 0.2 0.00
H 0.092 -0.954 5.718 -0.2 0.1 -0.1 0.00
H -1.419 -0.261 6.340 0.2 0.0 -0.1 0.00
H 0.616 1.297 6.487 -0.1 0.0 -0.1 0.00
H -0.791 1.977 5.669 0.1 -0.1 0.0 0.00
H 1.717 0.813 4.349 -0.3 0.2 0.0 0.00
H 1.158 2.500 4.310 -0.1 -0.2 0.0 0.00
H 0.334 1.537 2.257 -0.3 -0.1 0.5 0.00
```
Positions in Å, forces in eV/Å.

Frontier orbital gap (alpha / beta) in eV: 5.79 / 5.19
Strongest force on any atom in eV/A: 9.26
Expectation value of S²: 8.787
Energy in a.u.: -5055.511602
Spin multiplicity: 6
Total charge: +4
E_LUMO (alpha / beta) in eV: -12.3 / -14.5
HOMO (alpha / beta) in Eh: -0.66560 / -0.72415


3.
DFT (wB97M-V/def2-TZVPD) results for a 2-piece molecular cluster, C6H12O2 overall.

Geometry as XYZ:
```
20
Properties=species:S:1:pos:R:3:forces:R:3:lowdin_charge:R:1
C -5.065 -1.656 1.370 -0.7 -0.4 -0.6 -0.02
C -4.208 -0.614 2.028 -0.7 0.1 -0.3 -0.54
C -3.781 -1.029 3.370 1.3 0.1 1.7 -0.04
O -3.984 0.510 1.634 -0.1 -0.6 -0.4 0.07
H -5.070 -2.573 1.983 -0.1 0.4 -0.5 0.07
H -4.864 -1.934 0.322 0.1 0.5 0.4 0.09
H -6.063 -1.191 1.425 0.1 -0.4 -0.2 0.10
H -2.686 -0.917 3.298 -0.2 0.0 0.6 0.10
H -4.008 -2.049 3.722 0.0 0.5 -0.5 0.08
H -4.160 -0.307 4.112 0.3 -0.2 -0.2 0.10
C 3.126 1.042 -2.412 -1.1 -0.4 0.3 -0.04
C 4.431 1.690 -2.682 1.1 1.2 -0.6 -0.52
C 5.643 1.021 -2.096 0.7 -0.2 0.1 -0.04
O 4.527 2.751 -3.281 -0.3 -1.0 0.4 0.05
H 3.208 0.148 -1.772 0.0 0.4 -0.3 0.08
H 2.631 0.756 -3.355 0.2 0.2 0.3 0.10
H 2.496 1.787 -1.897 0.1 -0.3 -0.3 0.10
H 5.570 1.142 -1.002 0.1 -0.2 -0.3 0.09
H 6.587 1.479 -2.438 -0.6 -0.1 0.1 0.09
H 5.670 -0.057 -2.329 -0.1 0.4 0.2 0.09
```
Positions in Å, forces in eV/Å.

Frontier orbital gap in eV: 10.53
Strongest force on any atom in eV/A: 2.17
Energy in a.u.: -386.269295
SMILES: CC(C)=O.CC(C)=O
E_LUMO in eV: 0.9
HOMO in Eh: -0.35440


4.
DFT (wB97M-V/def2-TZVPD) results for one molecule with the formula C18H26N6O4S.

Geometry as XYZ:
```
55
Properties=species:S:1:pos:R:3:forces:R:3:lowdin_charge:R:1
C -5.650 -0.875 -0.276 0.4 0.1 -0.2 -0.07
C -4.499 -1.188 -1.228 -0.3 0.0 0.0 -0.27
O -3.250 -0.661 -0.825 0.2 0.1 0.0 -0.19
C -2.682 -1.249 0.331 0.3 0.0 0.0 -0.23
C -1.190 -1.478 0.088 -0.3 0.0 0.2 -0.14
C -0.450 -1.849 1.372 -0.3 0.2 -0.2 -0.17
N 0.956 -2.077 1.122 -0.1 -0.3 -0.1 0.08
C 1.884 -1.116 1.322 0.3 -0.5 -0.1 -0.44
O 1.610 -0.052 1.839 0.0 0.2 0.2 0.07
C 3.316 -1.487 0.930 0.2 0.3 0.0 -0.19
C 3.436 -2.188 -0.428 -0.3 0.0 0.0 -0.16
C 3.037 -1.231 -1.549 0.3 0.0 0.1 -0.15
C 3.974 -0.024 -1.508 -0.2 0.0 -0.6 -0.19
N 3.926 0.612 -0.220 -0.3 0.9 0.1 -0.23
S 3.418 2.174 -0.068 0.1 -0.1 -0.3 0.68
O 3.943 2.689 1.159 -0.3 -0.2 0.2 -0.27
O 3.748 2.827 -1.304 -0.2 -0.2 0.0 -0.28
C 1.624 2.163 0.033 0.6 0.2 0.0 -0.26
C 1.006 2.471 1.229 0.0 0.1 -0.1 -0.05
C -0.374 2.481 1.299 -0.1 0.0 -0.1 0.02
C -1.119 2.187 0.160 1.0 0.0 0.1 -0.20
N -2.513 2.203 0.251 -1.5 0.1 -0.8 -0.04
C -3.469 2.291 -0.710 0.3 0.0 0.6 -0.13
N -4.637 2.289 -0.130 -0.2 0.2 -1.1 0.02
N -4.403 2.189 1.176 -0.7 0.0 0.7 -0.03
N -3.166 2.142 1.421 1.1 -0.1 0.7 0.05
C -0.493 1.881 -1.045 -0.1 0.0 0.2 -0.01
C 0.890 1.874 -1.101 0.0 0.0 -0.1 -0.05
C 4.192 -0.221 0.919 -0.1 -0.2 0.7 -0.14
H -6.571 -1.282 -0.683 -0.1 -0.1 0.0 0.07
H -5.761 0.199 -0.159 -0.1 0.0 0.0 0.04
H -5.476 -1.316 0.703 0.0 -0.1 0.1 0.07
H -4.411 -2.277 -1.365 0.0 0.1 -0.1 0.12
H -4.687 -0.728 -2.201 0.0 -0.1 0.0 0.12
H -3.171 -2.204 0.554 0.0 0.0 0.0 0.13
H -2.822 -0.584 1.194 0.0 -0.1 0.0 0.12
H -0.759 -0.561 -0.317 0.0 0.0 0.0 0.09
H -1.067 -2.266 -0.659 0.0 0.0 -0.1 0.12
H -0.516 -1.026 2.087 -0.1 -0.2 0.0 0.13
H -0.882 -2.749 1.818 0.0 0.1 0.1 0.13
H 1.205 -2.930 0.651 0.1 0.1 0.0 0.13
H 3.690 -2.152 1.718 0.0 0.1 0.0 0.16
H 4.478 -2.484 -0.570 0.0 -0.1 0.0 0.12
H 2.837 -3.100 -0.468 0.1 0.0 0.0 0.10
H 2.005 -0.902 -1.405 -0.1 0.0 -0.1 0.11
H 3.114 -1.725 -2.519 0.0 0.0 0.0 0.12
H 5.002 -0.358 -1.707 -0.1 0.1 0.0 0.13
H 3.715 0.732 -2.248 0.1 -0.2 -0.1 0.11
H 1.618 2.693 2.087 0.0 0.0 0.2 0.12
H -0.889 2.707 2.219 0.0 0.0 0.1 0.11
H -3.292 2.366 -1.759 0.1 0.0 -0.3 0.13
H -1.077 1.637 -1.919 0.0 0.0 -0.1 0.12
H 1.403 1.661 -2.025 0.0 0.0 -0.2 0.12
H 5.250 -0.518 0.911 -0.1 0.0 0.0 0.14
H 4.002 0.387 1.804 0.1 -0.2 0.1 0.12
```
Positions in Å, forces in eV/Å.

Frontier orbital gap in eV: 9.37
Strongest force on any atom in eV/A: 1.66
Energy in a.u.: -1729.156164
SMILES: CCOCCCNC(=O)[C@H]1CCCN(S(=O)(=O)c2ccc(-n3cnnn3)cc2)C1
E_LUMO in eV: 0.2
HOMO in Eh: -0.33766


5.
DFT (wB97M-V/def2-TZVPD) results for C20H25BBaN11O4S as an isolated structure.

Geometry as XYZ:
```
63
Properties=species:S:1:pos:R:3:forces:R:3:lowdin_spin:R:1
Ba 0.813 -0.524 -1.121 0.2 -0.1 0.7 0.00
C -3.365 0.261 -2.906 0.1 0.1 0.1 0.00
C -2.191 0.788 -2.376 -0.2 -0.1 -0.1 0.00
N -1.221 -0.128 -2.379 -0.9 0.4 -0.6 0.00
N -1.742 -1.248 -2.927 -0.1 0.1 -0.2 0.00
C -3.035 -1.038 -3.238 -0.1 0.1 0.0 0.00
B -0.995 -2.609 -3.067 -0.5 -0.7 -0.3 0.00
N -0.978 -3.290 -1.675 -0.2 -0.4 0.0 0.00
C -1.502 -4.454 -1.254 0.0 -0.1 0.3 0.00
C -1.222 -4.601 0.093 0.1 0.2 0.1 0.00
C -0.506 -3.455 0.424 -0.2 -0.3 0.0 0.00
N -0.360 -2.662 -0.641 -0.3 -0.6 0.3 0.00
N 0.475 -2.479 -3.575 0.0 0.0 -0.2 0.00
C 1.088 -3.345 -4.405 0.2 0.0 -0.1 0.00
C 2.400 -2.947 -4.573 0.1 0.1 0.1 0.00
C 2.515 -1.803 -3.785 0.0 -0.3 -0.3 0.00
N 1.357 -1.533 -3.184 0.6 -0.5 -1.6 0.00
N -1.743 -3.395 -4.134 0.3 0.5 0.0 0.00
C -1.886 -2.951 -5.417 -0.1 -0.1 -0.1 0.00
C -2.602 -3.890 -6.106 0.1 -0.2 0.0 0.00
C -2.849 -4.907 -5.155 0.1 0.3 -0.2 0.00
N -2.333 -4.596 -3.983 -0.1 -0.4 0.2 0.00
H -4.312 0.752 -3.039 0.0 0.0 0.0 0.00
H -2.000 1.789 -2.017 0.0 0.0 0.0 0.00
H -3.657 -1.803 -3.672 0.1 -0.1 0.0 0.00
H -2.033 -5.101 -1.930 0.0 0.1 -0.1 0.00
H -1.492 -5.417 0.739 0.0 0.0 0.0 0.00
H -0.090 -3.183 1.383 0.0 0.0 0.0 0.00
H 0.579 -4.192 -4.834 -0.1 0.1 0.1 0.00
H 3.157 -3.411 -5.180 0.0 0.0 0.0 0.00
H 3.373 -1.162 -3.640 0.0 0.0 0.0 0.00
H -1.482 -2.004 -5.740 0.0 0.0 0.0 0.00
H -2.875 -3.883 -7.148 0.0 0.1 0.0 0.00
H -3.372 -5.839 -5.294 0.0 0.0 0.1 0.00
C -1.108 4.095 7.175 -0.1 0.0 0.2 0.00
C -0.662 3.647 5.796 0.7 0.6 -0.3 0.00
S 0.727 4.724 5.304 -0.7 -0.5 0.0 0.00
O 1.870 4.377 6.095 0.3 -0.1 0.1 0.00
O 0.255 6.065 5.202 0.0 0.1 -0.1 0.00
C 1.143 4.180 3.604 -0.1 0.0 0.3 0.00
C 1.985 2.911 3.704 -0.3 0.4 0.5 0.00
N 2.221 2.310 2.374 1.0 0.1 -0.6 0.05
C 1.392 1.435 1.714 -0.5 -0.1 0.3 0.23
N 1.909 1.046 0.527 1.7 1.7 1.3 0.04
C 3.076 1.677 0.408 -0.6 -0.7 -0.6 0.23
C 3.281 2.482 1.555 -0.7 0.3 0.9 0.29
N 4.394 3.383 1.780 0.4 0.5 0.2 0.02
O 5.366 3.140 1.105 -0.1 -0.2 0.0 0.08
O 4.231 4.276 2.578 -0.1 -0.2 -0.2 -0.02
C 0.078 0.981 2.204 0.2 0.1 0.2 0.04
H -1.925 3.465 7.522 0.0 0.0 0.0 0.00
H -1.457 5.126 7.153 0.0 0.0 0.0 0.00
H -0.293 4.015 7.893 0.0 0.0 0.0 0.00
H -1.433 3.782 5.036 0.0 -0.1 0.0 0.00
H -0.268 2.629 5.802 -0.1 0.0 0.0 0.00
H 1.719 5.005 3.184 0.0 0.0 0.0 0.00
H 0.209 4.058 3.055 0.0 0.0 0.0 0.00
H 1.508 2.158 4.330 0.0 -0.1 -0.1 0.00
H 2.938 3.153 4.158 0.1 -0.1 0.0 0.00
H 3.731 1.565 -0.446 0.1 0.1 0.1 0.01
H -0.124 1.320 3.216 0.0 0.0 0.0 0.00
H 0.032 -0.111 2.182 0.0 0.0 0.0 0.01
H -0.711 1.365 1.547 0.0 0.0 0.0 0.02
```
Positions in Å, forces in eV/Å.

Frontier orbital gap (alpha / beta) in eV: 5.07 / 1.59
Strongest force on any atom in eV/A: 2.77
Expectation value of S²: 0.764
Energy in a.u.: -2128.318525
Spin multiplicity: 2
Total charge: +2
E_LUMO (alpha / beta) in eV: -8.2 / -11.7
HOMO (alpha / beta) in Eh: -0.48897 / -0.48871


- What is the strongest force on any atom in the first record?
  2.13 eV/A